(1)
Formula: C3H4CsO5
Source: OMol25
Level of theory: ωB97M-V with the def2-TZVPD basis set

Atoms and positions in Å:
H  -1.09  -2.33  -2.57
H  4.16  1.02  1.98
Cs  2.36  4.37  2.99
C  -2.02  -0.85  -1.37
O  -1.27  -2.99  -0.66
O  -0.62  1.58  0.66
C  -0.64  0.45  0.21
O  0.35  -0.36  0.22
O  3.40  1.60  2.01
H  1.28  0.02  0.64
C  -1.38  -2.11  -1.53
O  -1.78  0.11  -0.48
H  -2.76  -0.53  -2.10

Calculated values
spin multiplicity: 2
ΔE to the lowest compared entry with this formula, charge and spin: 56.99 kcal/mol
expectation value of S²: 0.7610
LUMO energy: -0.72 eV

List of Mulliken charges in e, atom by atom: H 0.306; H 0.118; Cs 0.928; C -0.116; O -0.470; O -0.557; C 0.741; O -0.460; O -1.007; H 0.404; C 0.055; O -0.313; H 0.371


(2)
Formula: C3H4F2
Source: OMol25
Level of theory: ωB97M-V with the def2-TZVPD basis set

Atoms and positions in Å:
H  0.24  -1.50  0.14
H  -1.39  0.18  1.30
F  -1.22  1.39  -0.24
C  0.23  -0.46  -0.06
H  2.40  -0.31  -0.53
C  1.40  0.15  -0.18
H  1.31  1.22  -0.26
F  -1.91  -0.73  -0.38
C  -1.06  0.07  0.22

Calculated values
ΔE to the lowest compared entry with this formula, charge and spin: 13.65 kcal/mol
LUMO energy: 0.87 eV

List of natural (NBO) charges in e, atom by atom: H 0.207; H 0.143; F -0.370; C -0.280; H 0.222; C -0.333; H 0.201; F -0.321; C 0.532


(3)
Formula: C3H4F2IN
Source: OMol25
Level of theory: ωB97M-V with the def2-TZVPD basis set

Atoms and positions in Å:
F  0.15  -0.02  -2.29
I  1.12  -2.29  -0.87
H  -0.78  0.39  1.94
C  0.54  -0.15  -1.03
N  -1.73  0.39  -0.31
H  0.58  -0.64  1.77
H  0.73  1.02  1.57
C  0.08  0.26  1.38
F  1.71  0.71  -0.78
C  -0.48  0.21  -0.10
H  -1.92  0.12  -1.29

Calculated values
ΔE to the lowest compared entry with this formula, charge and spin: 19.33 kcal/mol
LUMO energy: -0.74 eV

List of natural (NBO) charges in e, atom by atom: F -0.321; I 0.078; H 0.229; C 0.591; N -0.529; H 0.232; H 0.227; C -0.659; F -0.358; C 0.166; H 0.344


(4)
Formula: C3H4F2N2
Source: OMol25
Level of theory: ωB97M-V with the def2-TZVPD basis set

Atoms and positions in Å:
H  0.23  -0.78  -1.27
C  0.78  0.14  0.51
F  -2.04  -0.73  -0.99
H  0.65  -0.49  1.39
C  0.48  1.46  0.89
H  1.82  -1.00  -0.71
C  1.13  -0.22  -0.81
N  -2.23  -0.21  0.30
H  1.46  0.60  -1.45
F  -2.40  -1.31  1.01
N  0.13  2.54  1.12

Calculated values
ΔE to the lowest compared entry with this formula, charge and spin: 133.32 kcal/mol
LUMO energy (alpha / beta): -1.19 / -0.98 eV

List of natural (NBO) charges in e, atom by atom: H 0.250; C -0.177; F -0.250; H 0.228; C 0.192; H 0.237; C -0.676; N 0.440; H 0.244; F -0.194; N -0.294


(5)
Formula: C3H4F2O
Source: OMol25
Level of theory: ωB97M-V with the def2-TZVPD basis set

Atoms and positions in Å:
O  0.17  -1.26  -0.90
C  0.30  1.57  0.35
F  1.49  2.18  0.42
H  -0.93  0.19  1.04
C  0.78  -0.83  0.20
H  -0.79  -1.56  -0.77
H  -0.25  1.77  -0.49
F  0.37  0.18  2.36
C  0.08  0.38  1.03
H  1.80  -0.75  0.06

Calculated values
ΔE to the lowest compared entry with this formula, charge and spin: 97.05 kcal/mol
LUMO energy (alpha / beta): 0.06 / 0.43 eV

List of natural (NBO) charges in e, atom by atom: O -0.667; C 0.201; F -0.321; H 0.178; C 0.136; H 0.487; H 0.156; F -0.346; C 0.028; H 0.147


(6)
Formula: C3H4F2O
Source: OMol25
Level of theory: ωB97M-V with the def2-TZVPD basis set

Atoms and positions in Å:
F  0.70  -1.61  -1.21
C  0.43  -0.17  0.72
H  -2.51  1.09  -0.57
O  -2.46  0.13  -0.89
H  0.62  0.24  1.71
H  0.08  0.58  0.07
F  -2.95  -0.27  1.19
H  1.55  -2.03  0.63
C  1.00  -1.27  0.13
C  -2.52  -0.81  -0.04

Calculated values
ΔE to the lowest compared entry with this formula, charge and spin: 74.81 kcal/mol
LUMO energy: 0.52 eV

List of natural (NBO) charges in e, atom by atom: F -0.353; C -0.509; H 0.502; O -0.673; H 0.225; H 0.198; F -0.411; H 0.175; C 0.263; C 0.583


(7)
Formula: C3H4F2O2
Source: OMol25
Level of theory: ωB97M-V with the def2-TZVPD basis set

Atoms and positions in Å:
F  0.23  -1.71  -0.95
F  1.38  -1.19  0.81
C  0.29  0.54  -0.62
H  -0.48  0.73  1.37
O  -2.02  0.00  -0.07
C  0.34  -0.80  -0.07
O  1.40  1.34  -0.23
H  -2.64  -0.37  1.24
C  -0.65  0.07  0.44
H  -0.10  0.75  -1.66
H  2.26  0.65  -0.27

Calculated values
ΔE to the lowest compared entry with this formula, charge and spin: 116.33 kcal/mol
LUMO energy: -0.94 eV

List of natural (NBO) charges in e, atom by atom: F -0.279; F -0.350; C -0.009; H 0.233; O -0.627; C 0.626; O -0.695; H 0.441; C -0.034; H 0.211; H 0.484


(8)
Formula: C3H4F2S
Source: OMol25
Level of theory: ωB97M-V with the def2-TZVPD basis set

Atoms and positions in Å:
H  -1.60  0.92  1.28
H  -0.87  -0.73  1.18
C  0.38  0.46  0.03
F  0.47  1.70  -0.61
H  -1.66  -0.16  -0.42
F  1.10  0.69  1.22
C  -1.08  0.15  0.49
S  1.48  -0.55  -2.25
H  0.78  -1.78  -0.18
C  1.01  -0.70  -0.73

Calculated values
ΔE to the lowest compared entry with this formula, charge and spin: 22.79 kcal/mol
LUMO energy: -1.01 eV

List of natural (NBO) charges in e, atom by atom: H 0.259; H 0.227; C 0.614; F -0.341; H 0.235; F -0.360; C -0.675; S 0.195; H 0.229; C -0.383


(9)
Formula: C3H4F3N2
Source: OMol25
Level of theory: ωB97M-V with the def2-TZVPD basis set

Atoms and positions in Å:
N  0.98  -0.69  -0.50
C  -1.09  1.51  0.10
C  0.27  -0.54  0.51
H  0.90  -0.64  -2.40
F  -0.52  2.34  -0.74
H  2.56  -0.19  -1.58
H  -0.26  -2.14  1.49
N  -0.27  -1.12  1.51
H  -0.79  -0.76  2.21
F  -2.14  0.85  -0.38
F  -1.19  1.81  1.38
C  1.55  -0.42  -1.61

Calculated values
net charge: +1
ΔE to the lowest compared entry with this formula, charge and spin: 74.39 kcal/mol
LUMO energy (alpha / beta): -6.21 / -5.45 eV

List of natural (NBO) charges in e, atom by atom: N -0.371; C 1.099; C 0.471; H 0.214; F -0.242; H 0.222; H 0.421; N -0.756; H 0.431; F -0.266; F -0.261; C 0.037


(10)
Formula: C3H4F3O5STl
Source: OMol25
Level of theory: ωB97M-V with the def2-TZVPD basis set

Atoms and positions in Å:
H  -0.78  0.13  -6.25
C  0.20  0.59  -6.44
C  0.71  1.00  -5.00
F  0.47  -1.29  7.20
O  1.73  0.22  -4.40
S  -0.98  -1.37  4.88
O  -0.60  -2.83  4.94
F  -1.52  -0.23  7.25
H  -0.04  1.45  -7.06
C  -0.43  -0.51  6.53
O  1.05  -0.21  -7.29
O  -0.30  -0.79  3.78
Tl  1.71  1.37  0.17
H  0.99  2.05  -5.06
O  -2.44  -1.25  4.77
F  0.20  0.65  6.13
H  0.03  1.03  -4.15

Calculated values
ΔE to the lowest compared entry with this formula, charge and spin: 12.81 kcal/mol
LUMO energy: -5.31 eV

List of natural (NBO) charges in e, atom by atom: H 0.301; C -0.156; C -0.139; F -0.320; O -0.393; S 2.257; O -0.998; F -0.308; H 0.197; C 0.735; O -0.294; O -1.038; Tl 0.997; H 0.289; O -0.985; F -0.341; H 0.195


Question: ΔE to the lowest compared entry with this formula, charge and spin of number 1 (C3H4CsO5)?
Answer: 56.99 kcal/mol


Question: What is the ΔE to the lowest compared entry with this formula, charge and spin in the tenth record?
Answer: 12.81 kcal/mol


Repeat the ninth record exactly.
Formula: C3H4F3N2
Source: OMol25
Level of theory: ωB97M-V with the def2-TZVPD basis set

Atoms and positions in Å:
N  0.98  -0.69  -0.50
C  -1.09  1.51  0.10
C  0.27  -0.54  0.51
H  0.90  -0.64  -2.40
F  -0.52  2.34  -0.74
H  2.56  -0.19  -1.58
H  -0.26  -2.14  1.49
N  -0.27  -1.12  1.51
H  -0.79  -0.76  2.21
F  -2.14  0.85  -0.38
F  -1.19  1.81  1.38
C  1.55  -0.42  -1.61

Calculated values
net charge: +1
ΔE to the lowest compared entry with this formula, charge and spin: 74.39 kcal/mol
LUMO energy (alpha / beta): -6.21 / -5.45 eV

List of natural (NBO) charges in e, atom by atom: N -0.371; C 1.099; C 0.471; H 0.214; F -0.242; H 0.222; H 0.421; N -0.756; H 0.431; F -0.266; F -0.261; C 0.037